73
Properties=species:S:1:pos:R:3:lowdin_charge:R:1 method="wB97M-V/def2-TZVPD" e_above_lowest_kj_mol=0.0 e_lumo_ev=-3.592 charge=0 mol_weight_da=591.14
O 2.3240 -14.3294 9.3817 -0.24
V 3.5940 -13.8278 8.6179 1.11
O 4.2045 -15.0832 7.8440 -0.28
O 0.6261 -16.0703 6.4373 -0.24
V 0.2590 -14.7570 5.7102 1.03
O -1.0919 -14.0589 6.2926 -0.27
O 1.9418 -10.3790 5.2946 -0.33
V 3.2974 -10.7846 6.1115 0.93
O 4.4330 -11.1289 5.0630 -0.35
O 3.4017 -8.6584 7.0850 -0.31
C 3.9650 -9.0635 8.3554 -0.29
C 3.5731 -10.5245 9.0550 -0.24
O 3.2346 -11.6158 8.1813 -0.42
H 3.8170 -8.1996 9.0034 0.10
H 5.0407 -9.1229 8.1893 0.08
H 2.8424 -10.2988 9.8317 0.10
H 4.4445 -10.9076 9.5859 0.09
B 2.1605 -13.5157 5.8345 -0.41
H 3.1123 -13.0074 5.8301 0.00
H 1.3063 -12.8600 5.7668 0.00
H 2.1157 -14.2564 5.0512 -0.03
H 1.9860 -14.1383 6.6983 -0.03
C -0.5236 -8.2508 9.1065 -0.09
C -1.8265 -9.0033 9.1860 -0.44
C -1.6440 -10.4182 9.6704 -0.23
O -0.7805 -11.1169 8.8367 -0.19
C -0.4326 -12.4747 9.1659 -0.06
N -2.5255 -8.2093 10.1611 0.02
H 0.0311 -8.4892 8.1989 0.07
H 0.2409 -8.3318 9.8792 0.08
H -0.6261 -7.1727 8.9833 0.08
H -2.1966 -9.0209 8.1609 0.12
H -2.6458 -10.8412 9.7461 0.13
H -1.2070 -10.2300 10.6510 0.12
H -0.0310 -12.4639 10.1792 0.09
H 0.4176 -12.6531 8.5074 0.06
H -1.2993 -13.1297 9.0776 0.09
H -2.4419 -7.2100 10.0407 0.07
H -2.0902 -8.3500 11.0616 0.07
C -1.5986 -9.7772 5.4495 -0.08
C -1.8229 -10.9393 4.4757 -0.41
C -3.2700 -11.5403 4.7598 -0.16
O -3.6188 -12.4714 3.7101 -0.19
C -4.7168 -13.3356 3.9247 -0.12
N -1.8238 -10.3807 3.1488 0.03
H -0.8930 -9.0086 5.1342 0.08
H -1.0307 -9.9728 6.3591 0.05
H -2.5113 -9.2955 5.8003 0.07
H -1.0399 -11.6784 4.6453 0.12
H -3.9250 -10.6952 4.9718 0.12
H -3.0625 -12.0887 5.6787 0.10
H -5.6748 -12.8197 3.9889 0.08
H -4.5080 -14.0861 4.6871 0.08
H -4.8732 -13.9119 3.0129 0.08
H -2.4137 -9.5617 3.1137 0.08
H -0.8717 -10.0615 3.0401 0.07
C 4.5307 -16.0908 3.7096 -0.06
C 3.4531 -16.1386 2.6249 -0.40
C 2.4591 -17.2815 2.6818 -0.23
O 1.5263 -17.1134 1.6503 -0.19
C 1.3198 -18.3309 0.8796 -0.08
N 2.7247 -14.8554 2.7111 0.05
H 5.1139 -15.1768 3.8220 0.09
H 5.0863 -17.0284 3.7219 0.08
H 4.1234 -16.0158 4.7178 0.06
H 3.9765 -16.1515 1.6689 0.14
H 1.8682 -17.1775 3.5918 0.11
H 2.8984 -18.2729 2.7926 0.13
H 0.8240 -18.1453 -0.0731 0.08
H 0.7075 -19.0119 1.4708 0.08
H 2.2652 -18.7964 0.6011 0.08
H 2.6575 -14.5941 3.6844 -0.01
H 3.3372 -14.1253 2.3767 0.08


72
Properties=species:S:1:pos:R:3:lowdin_charge:R:1 method="wB97M-V/def2-TZVPD" e_lumo_ev=0.803 charge=-1 mol_weight_da=495.35
C 2.6311 1.6587 1.7866 -0.13
C 1.1812 1.3814 1.1267 -0.16
B 0.1590 2.5243 1.6276 -0.44
O 0.4928 3.8592 1.9748 0.08
S -1.6752 2.0555 1.7549 0.57
O -2.4772 3.1992 1.1602 -0.43
O -1.8851 0.7496 1.0117 -0.44
O -1.9962 1.9424 3.3462 -0.48
H 3.2658 0.7322 1.8937 0.07
H 2.4147 2.0908 2.8237 0.08
H 3.1384 2.4814 1.1784 0.06
H 1.2091 1.3089 0.0009 0.07
H 0.8745 0.3423 1.4959 0.11
H 1.4199 4.0727 1.7676 0.09
O -2.3365 -4.6876 4.5507 -0.33
P -3.0341 -3.8062 3.5025 0.76
N -4.3564 -3.4381 4.5495 -0.33
C -5.7743 -3.4722 4.2492 -0.14
C -4.0380 -2.5622 5.6753 -0.14
N -3.4492 -5.1534 2.4877 -0.33
C -4.7870 -5.4745 2.0235 -0.16
C -2.7356 -6.4080 2.7069 -0.16
N -3.7036 -2.7407 2.2539 -0.26
C -2.8088 -2.7462 1.0606 -0.13
C -3.8283 -1.3094 2.5978 -0.13
H -6.0637 -2.8468 3.3961 0.07
H -6.3802 -3.1324 5.0936 0.07
H -6.1172 -4.4890 4.0598 0.05
H -3.7976 -1.5445 5.3501 0.07
H -3.1694 -2.9413 6.2230 0.07
H -4.8520 -2.4970 6.4013 0.07
H -5.3632 -6.0115 2.7854 0.07
H -4.7354 -6.1286 1.1437 0.07
H -5.3441 -4.5982 1.6939 0.07
H -3.1036 -6.9287 3.6009 0.08
H -1.6642 -6.2344 2.8215 0.07
H -2.8399 -7.0847 1.8533 0.07
H -1.8169 -2.3590 1.3127 0.08
H -3.2282 -2.1363 0.2566 0.09
H -2.6781 -3.7461 0.6455 0.06
H -2.8908 -0.9031 2.9812 0.08
H -4.6129 -1.1189 3.3314 0.07
H -4.1258 -0.7228 1.7244 0.09
O 3.9680 1.9007 -1.7261 -0.30
P 3.7072 2.8010 -2.9427 0.76
N 2.4779 1.7673 -3.5688 -0.32
C 2.3092 1.2955 -4.9299 -0.14
C 1.2326 1.7416 -2.8019 -0.12
N 5.2273 2.4228 -3.6871 -0.33
C 5.3985 1.9137 -5.0373 -0.15
C 6.2599 1.8240 -2.8448 -0.15
N 3.4251 3.9608 -4.2570 -0.27
C 4.3477 5.1219 -4.1071 -0.14
C 2.0845 4.5731 -4.3220 -0.14
H 2.2403 2.0983 -5.6746 0.07
H 1.4028 0.6960 -5.0457 0.08
H 3.1172 0.6264 -5.2228 0.06
H 0.6958 2.6949 -2.8613 0.07
H 1.4371 1.5505 -1.7483 0.04
H 0.5506 0.9539 -3.1276 0.09
H 5.2288 0.8330 -5.0877 0.08
H 6.4252 2.0912 -5.3810 0.07
H 4.7639 2.4178 -5.7656 0.07
H 6.0550 0.7631 -2.6518 0.08
H 6.3353 2.3435 -1.8881 0.07
H 7.2489 1.9000 -3.3058 0.07
H 4.1615 5.6525 -3.1668 0.08
H 4.2283 5.8249 -4.9363 0.08
H 5.3953 4.8218 -4.1144 0.07
H 1.7870 5.0061 -3.3637 0.09
H 1.3153 3.8660 -4.6329 0.07
H 2.0561 5.3605 -5.0820 0.08


75
Properties=species:S:1:pos:R:3:lowdin_charge:R:1 method="wB97M-V/def2-TZVPD" e_above_lowest_kj_mol=29.7 e_lumo_ev=-8.796 charge=+1 mol_weight_da=505.49
Be 2.3973 0.7880 -3.9551 1.21
N 0.3184 0.5201 -0.8185 -0.51
O 0.2813 -0.4802 -0.0772 0.03
O -0.4016 1.4945 -0.6039 0.01
O 1.1050 0.4485 -1.7807 -0.06
C -1.9284 -2.5700 1.7727 -0.19
C -2.3398 -1.9945 3.1511 -0.24
O -1.5719 -0.8558 3.4358 -0.08
O -2.3970 -1.7018 0.7297 -0.08
H -2.3229 -3.5849 1.7239 0.12
H -0.8379 -2.5615 1.7693 0.09
H -2.1502 -2.6935 3.9670 0.12
H -3.4149 -1.7909 3.1656 0.11
H -1.6445 -0.1436 2.7653 0.04
H -1.6347 -1.1512 0.5133 0.04
C -4.0922 1.2660 0.9184 -0.24
C -2.9836 2.0645 1.6066 -0.20
O -1.8047 1.2965 1.8143 -0.10
O -4.5121 0.1429 1.6665 -0.05
H -3.5744 0.9068 0.0213 0.10
H -4.9050 1.9262 0.6193 0.12
H -3.2895 2.2525 2.6373 0.13
H -2.8949 3.0024 1.0536 0.12
H -1.2313 1.2663 1.0346 0.04
H -3.9504 -0.6070 1.4361 0.04
C -3.0925 0.4863 -4.4498 -0.24
C -2.5921 0.7070 -3.0351 -0.22
O -1.9527 1.9830 -2.9028 -0.08
O -2.0745 0.1471 -5.3857 -0.07
H -3.7677 1.2946 -4.7413 0.13
H -3.7820 -0.3613 -4.3716 0.12
H -1.9048 -0.1136 -2.8065 0.12
H -3.4161 0.6186 -2.3255 0.12
H -1.3879 1.9030 -2.1219 0.03
H -2.4664 0.2048 -6.2615 0.09
C 1.9601 -1.7057 3.1323 -0.22
C 3.2763 -2.2533 3.7436 -0.23
O 4.1040 -1.1813 4.1700 -0.05
O 2.2350 -0.9661 1.9529 -0.05
H 1.4321 -1.2230 3.9580 0.11
H 1.3422 -2.5652 2.8549 0.11
H 3.8035 -2.8741 3.0142 0.10
H 3.0522 -2.9282 4.5722 0.12
H 4.2416 -1.3349 5.1082 0.08
H 1.5081 -0.9701 1.3226 0.03
C 0.5445 2.2643 -5.4558 -0.15
C 0.7390 3.3185 -4.4178 -0.20
O 1.4506 2.7749 -3.3330 -0.05
O 1.7885 1.5743 -5.6804 -0.03
H 0.1232 2.7271 -6.3467 0.16
H -0.1459 1.5059 -5.0780 0.11
H -0.2495 3.5264 -3.9997 0.14
H 1.1694 4.2416 -4.8083 0.14
H 1.5964 3.3809 -2.5991 0.14
H 2.0794 1.7021 -6.5897 0.15
C 1.0535 1.8076 3.5551 -0.22
C 1.3017 2.7350 2.3656 -0.21
O 2.3995 2.2538 1.5911 -0.06
O 2.2233 1.3638 4.2327 -0.06
H 0.4770 0.9298 3.2493 0.09
H 0.4454 2.2846 4.3277 0.13
H 1.4906 3.7699 2.6606 0.12
H 0.4264 2.7272 1.7129 0.09
H 2.5109 2.7646 0.7874 0.07
H 2.0537 1.1774 5.1578 0.09
C 3.0216 -2.9532 -0.3575 -0.25
C 1.6116 -3.5153 -0.4601 -0.24
O 1.7527 -4.9151 -0.3029 -0.05
O 3.8692 -3.3619 -1.4221 -0.06
H 3.4389 -3.0468 0.6452 0.11
H 2.8982 -1.8608 -0.3794 0.10
H 1.0818 -3.2409 -1.3758 0.12
H 1.0401 -3.0955 0.3673 0.09
H 2.3859 -5.2131 -0.9645 0.08
H 4.6838 -3.7348 -1.0757 0.09